(1)
CH3BrO3S | ωB97M-V/def2-TZVPD

Energy relative to the best compared isomer or geometry (same formula, charge and spin): 2.8128 eV
Strongest force on any atom: 2.8 eV/A
Electronic energy: -3237.68714 Ha
E_LUMO (spin up / spin down): -0.0600 / -0.1434 hartree
Frontier orbital gap (spin up / spin down): 0.369 / 0.208 hartree

Cartesian coordinates (Å):
C 0.840806 -0.815694 0.055719
O -0.629647 2.611273 0.767144
O 0.299875 1.469132 -1.274544
O -0.127588 0.097015 0.617460
S -0.455469 1.456136 -0.076101
Br -3.061001 -1.968599 0.224034
H 1.806358 -0.702363 0.461988
H 0.993901 -0.376050 -0.909456
H 0.332766 -1.770851 0.133758

Forces on the atoms, in the same order (eV/Å):
-1.1 0.8 -1.0
0.9 -0.5 0.5
1.4 0.9 -1.5
0.2 0.1 2.4
-2.7 0.3 -0.4
0.0 0.0 0.0
0.8 -0.2 1.5
-0.1 -1.0 -1.2
0.6 -0.2 -0.3

Atomic partial charges in e from the Mulliken method, atoms 1 to 4: -0.54, -0.43, -0.51, -0.23

=====

(2)
CH3BrP2 | ωB97M-V/def2-TZVPD

Energy relative to the best compared isomer or geometry (same formula, charge and spin): 3.6207 eV
Strongest force on any atom: 1.9 eV/A
Electronic energy: -3296.43974 Ha
E_LUMO (spin up / spin down): -0.0614 / -0.0317 hartree
Frontier orbital gap (spin up / spin down): 0.263 / 0.283 hartree

Cartesian coordinates (Å):
C -0.512707 -0.921470 0.293911
P 0.189465 1.974903 -0.272679
P 0.906906 0.151686 0.349248
Br -2.231881 -0.383884 -0.211362
H 0.587919 -1.644044 -1.373134
H -0.361197 -1.851482 0.904112
H 1.421496 2.674288 0.309905

Forces on the atoms, in the same order (eV/Å):
1.4 -0.9 -0.8
1.4 0.4 1.0
-0.3 0.7 0.2
0.2 -0.4 0.2
-0.8 0.4 1.2
-0.7 0.8 -0.9
-1.2 -0.9 -0.9

Atomic partial charges in e from the Mulliken method, atoms 1 to 4: -0.48, -0.11, 0.10, -0.06

=====

(3)
CH3BrS | ωB97M-V/def2-TZVPD

Energy relative to the best compared isomer or geometry (same formula, charge and spin): 0.1856 eV
Strongest force on any atom: 3.1 eV/A
Electronic energy: -3012.07712 Ha
E_LUMO: 0.0037 hartree
Frontier orbital gap: 0.329 hartree

Cartesian coordinates (Å):
C -0.159887 0.637547 0.197942
S -0.741679 -1.034162 -0.800627
Br 1.077292 -2.098901 -0.434046
H -0.951580 1.366311 0.207400
H 0.773657 0.988238 -0.279851
H 0.002198 0.140967 1.109182

Forces on the atoms, in the same order (eV/Å):
0.0 -2.0 -2.4
0.0 2.5 0.7
0.6 -0.5 0.1
-0.3 0.1 -0.1
-0.7 -0.2 0.3
0.3 0.1 1.4

Atomic partial charges in e from the Mulliken method, atoms 1 to 4: -0.81, -0.05, -0.06, 0.31

=====

(4)
CH3Cl2FN2OS2 | ωB97M-V/def2-TZVPD

Energy relative to the best compared isomer or geometry (same formula, charge and spin): 3.5683 eV
Strongest force on any atom: 4.6 eV/A
Electronic energy: -2041.07069 Ha
E_LUMO: -0.0084 hartree
Frontier orbital gap: 0.330 hartree

Cartesian coordinates (Å):
C 2.754210 1.175639 -0.690772
N 1.912814 0.603310 0.035528
N -2.126478 -0.725055 0.245310
O 0.189455 -1.747331 0.395850
F 1.761503 1.165630 1.268474
S -3.344869 -1.869099 0.297222
S -0.368019 -0.458081 0.244218
Cl -2.876313 0.956567 0.387554
Cl -0.291235 -0.123250 -1.883122
H -3.751714 -1.534441 1.579472
H 2.644635 0.623653 -1.512418
H 3.496015 1.932456 -0.367318

Forces on the atoms, in the same order (eV/Å):
0.7 1.3 3.3
-0.6 0.2 0.4
-0.4 2.5 0.5
0.6 -1.3 0.5
0.4 0.6 1.3
0.5 -0.1 0.8
-2.5 0.0 -1.2
1.0 -1.1 -0.3
0.0 0.1 0.1
0.2 -0.6 -0.7
0.8 -1.3 -4.3
-0.8 -0.4 -0.5

Atomic partial charges in e from the Mulliken method, atoms 1 to 4: -0.26, -0.18, -0.14, -0.44